{
  "formula": "C13H11N5O6",
  "method": "wB97M-V/def2-TZVPD",
  "symbols": ["O", "C", "N", "N", "H", "H", "H", "O", "H", "C", "C", "N", "O", "N", "C", "C", "H", "C", "C", "O", "O", "C", "N", "H", "C", "H", "C", "H", "H", "H", "C", "C", "H", "C", "O"],
  "coordinates": [[-1.64380, -0.46604, 2.75775], [2.25898, -1.16019, 0.41749], [-2.27342, 2.76757, -2.44415], [0.09234, 0.15324, 0.94041], [2.69704, 0.49711, -0.91025], [0.82060, 0.84350, 1.11052], [4.64624, -3.12083, 1.89843], [-1.15048, 3.43634, -2.04688], [-1.24911, 1.74787, 1.15577], [-2.25935, 1.62855, -1.69323], [4.22843, -2.31853, 1.29292], [-4.60077, 0.75062, -2.32694], [-4.67920, 1.35780, -3.40740], [-0.38786, 2.67635, -1.10372], [-2.35556, 0.03024, 0.59684], [3.12249, -0.30372, -0.29491], [6.14223, -1.68495, 0.52154], [2.83950, -2.14297, 1.24712], [5.06995, -1.50191, 0.53513], [0.64827, 3.14811, -0.65030], [-5.55762, 0.04930, -1.91404], [-3.39846, 0.80112, -1.48625], [-2.56992, -0.55901, 1.87479], [0.47152, -0.95462, -0.84423], [-1.08297, 0.86965, 0.46350], [2.18177, -2.78637, 1.84311], [-3.41692, 0.04540, -0.30415], [-0.25430, -0.19634, 1.87958], [5.15924, 0.13882, -0.86050], [0.25830, -1.99208, 0.60613], [0.72884, -1.07129, 0.21448], [4.51357, -0.49020, -0.24930], [-4.28320, -0.54350, -0.04013], [-1.06931, 1.48900, -0.91159], [-3.64709, -1.13803, 2.13247]],
  "forces_ev_per_angstrom": [[-0.641, -0.080, -0.989], [0.125, 0.255, 0.040], [0.665, -2.269, 2.233], [1.813, -1.080, 0.617], [0.204, -0.308, 0.101], [0.272, -0.028, -0.051], [-0.107, 0.219, -0.076], [1.641, -0.242, 0.064], [0.819, -0.813, -0.189], [-0.493, 2.248, -1.871], [-0.308, 0.138, -0.089], [-1.610, -0.435, -0.650], [1.034, -0.557, 1.794], [-1.440, -0.952, -0.518], [0.456, -0.402, 0.865], [-0.026, -0.289, 0.091], [-0.215, 0.121, 0.068], [-0.349, 0.189, -0.254], [-0.496, -0.091, -0.126], [-0.848, -0.491, -0.154], [1.772, 1.046, -0.321], [-1.117, -1.734, 0.958], [-1.204, -0.408, 0.116], [0.122, -0.070, 0.209], [-2.414, 0.788, -0.256], [0.311, 0.149, -0.266], [0.397, 0.655, -1.135], [-0.067, 0.225, -0.062], [-0.178, -0.077, 0.196], [0.013, 0.665, -0.162], [0.150, 0.259, 0.135], [-0.403, 0.054, 0.042], [-0.101, 0.106, -0.122], [0.251, 2.281, 0.139], [1.972, 0.929, -0.379]],
  "e_above_lowest_ev": 7.999,
  "homo_lumo_gap_ev": 7.3,
  "max_force_ha_per_bohr": 0.0632,
  "total_energy_ha": -1226.81462,
  "smiles": "O=[N+]([O-])C1=CC(=[N+]([O-])[O-])[C@@H]([NH2+]Cc2ccccc2)c2c1no[n+]2[O-]",
  "total_charge": 0
}